Computed, not measured: 2 unconnected molecules or ions with the total composition C5H10O3 at a distorted geometry, with the ωB97M-V functional and the def2-TZVPD basis.

Last column: Mulliken charge in e.
Element x y z (Å)
O 2.13 -1.34 -1.07  -0.56
C 1.43 -0.90 -0.16  -0.09
C 0.01 -0.55 -0.34  -0.19
C -1.00 -0.80 0.82  -0.65
C -2.05 0.25 0.83  -0.73
C -1.68 1.25 1.89  -0.03
O -0.59 1.77 1.81  -0.46
H 1.78 -0.86 0.95  0.28
H -0.01 0.57 -0.55  0.33
H -0.37 -1.03 -1.25  0.24
H -1.49 -1.85 0.85  0.34
H -0.41 -0.98 1.72  0.43
H -2.38 0.67 -0.14  0.38
H -3.15 -0.14 1.00  0.29
H -2.39 1.44 2.67  0.40
O 1.53 0.41 -3.03  -0.65
H 1.48 -0.58 -2.88  0.35
H 2.15 0.66 -2.27  0.32

SMILES: O=CCCCC=O.O
LUMO, Eh: 0.019
Spin multiplicity: 1
Energy above the lowest of the compared OMol25 structures with the same formula, charge and spin, eV: 2.553
E_HOMO, Ha: -0.37221
HOMO-LUMO gap, eV: 10.6354

Computed, not measured: C5H10O3 in the gas phase, with the ωB97M-V functional and the def2-TZVPD basis.

Last column: Mulliken charge in e.
Element x y z (Å)
C 1.38 1.17 -0.05  -1.50
C 0.82 -0.17 0.43  0.41
C 1.23 -1.29 -0.54  -1.38
C -0.67 -0.13 0.57  0.51
O -1.25 -0.72 1.71  -0.62
C -1.55 0.36 -0.30  0.15
O -2.90 0.32 -0.09  -0.59
O -1.22 0.94 -1.49  -0.48
H 2.47 1.10 -0.16  0.42
H 1.15 1.95 0.68  0.34
H 0.95 1.44 -1.01  0.30
H 1.25 -0.40 1.41  0.35
H 2.31 -1.34 -0.62  0.40
H 0.86 -2.25 -0.18  0.33
H 0.81 -1.10 -1.52  0.31
H -0.54 -0.90 2.34  0.34
H -3.05 -0.14 0.74  0.36
H -2.06 1.16 -1.92  0.34

SMILES: CC(C)C(O)=C(O)O
LUMO, Eh: 0.027
Spin multiplicity: 1
Energy above the lowest of the compared OMol25 structures with the same formula, charge and spin, eV: 1.241
E_HOMO, Ha: -0.27883
HOMO-LUMO gap, eV: 8.3308

Computed, not measured: C5H10O3 in the gas phase at a distorted geometry, with the ωB97M-V functional and the def2-TZVPD basis.

Last column: Mulliken charge in e.
Element x y z (Å)
O -1.97 1.23 -0.19  -0.56
C -0.92 1.32 -0.75  0.57
O -0.39 2.52 -1.09  -0.47
C -0.03 0.22 -1.24  -0.58
C -0.20 -1.12 -0.53  -0.62
C -0.13 -1.00 1.00  -0.62
C 1.32 -0.88 1.48  -0.57
O 2.11 -1.95 1.02  -0.53
H -0.93 3.27 -0.82  0.35
H 1.01 0.53 -1.24  0.32
H -0.28 0.06 -2.29  0.32
H -1.17 -1.52 -0.81  0.34
H 0.64 -1.73 -0.85  0.39
H -0.48 -1.95 1.42  0.30
H -0.78 -0.23 1.37  0.45
H 1.43 -0.82 2.55  0.32
H 1.79 0.03 1.10  0.28
H 1.85 -2.79 1.40  0.32

SMILES: O=C(O)CCCCO
LUMO, Eh: 0.028
Spin multiplicity: 1
Energy above the lowest of the compared OMol25 structures with the same formula, charge and spin, eV: 0.299
E_HOMO, Ha: -0.38338
HOMO-LUMO gap, eV: 11.2060

Computed, not measured: a molecular structure, C5H10O3Sm at a distorted geometry, with the ωB97M-V functional and the def2-TZVPD basis.

Last column: Mulliken charge in e.
Element x y z (Å)
O -0.62 1.52 -2.08  -0.54
C -1.22 2.34 -1.13  -0.42
C -0.75 2.01 0.28  -0.42
O -0.98 0.62 0.50  -0.45
C -0.03 -0.08 1.36  -0.59
C 0.97 -0.74 0.46  -0.46
O 0.23 -1.92 -0.10  -0.26
C 1.07 -3.01 -0.39  -0.79
Sm -0.03 -0.13 -1.53  0.73
H -2.32 2.25 -1.15  0.23
H -0.98 3.41 -1.30  0.33
H -1.28 2.61 1.05  0.33
H -0.61 -0.74 2.02  0.29
H 0.49 0.66 1.99  0.36
H 1.85 -1.10 1.02  0.42
H 1.23 -3.62 0.51  0.27
H 0.58 -3.62 -1.17  0.25
H 2.05 -2.67 -0.77  0.35
H 0.36 2.20 0.43  0.36

LUMO (alpha / beta), Eh: 0.024 / 0.012
Spin multiplicity: 7
Energy above the lowest of the compared OMol25 structures with the same formula, charge and spin, eV: 2.357
E_HOMO (alpha / beta), Ha: -0.16773 / -0.27505
HOMO-LUMO gap (alpha / beta), eV: 5.2087 / 7.8208

Number 3 is which compound? C5H10O3